Molecular formula: C34H83Cl4N5
Method: DFT, wB97M-V/def2-TZVPD

## Properties
HOMO = -7.6 eV
gap between HOMO and LUMO = 8.20 eV
SMILES string = CCN(CC)CC.CCN(CC)CC.CCN(CC)CC.CCN(CC)CC.CCN(CC)CC.ClCCCl.ClCCCl
relative energy (zero: lowest compared OMol25 entry of this formula, charge and spin) = 639.1 kJ/mol

Element x y z (Å)
C -1.04137 -5.49924 -6.05999
C -1.32160 -4.01044 -5.80983
N -2.01207 -3.60413 -4.43047
C -1.83645 -2.41554 -3.74776
C -1.85434 -1.23697 -4.58005
C -3.53107 -3.84950 -4.62719
C -4.36035 -3.92941 -3.25265
H -0.37922 -5.45383 -6.66335
H -2.06665 -5.92966 -6.26837
H -0.72219 -6.26126 -5.15582
H -1.95446 -3.64038 -6.79680
H -0.45763 -3.51142 -6.08158
H -0.89359 -2.37989 -3.55422
H -2.08814 -2.30285 -2.77067
H -1.83461 -0.75747 -5.62120
H -1.35869 -0.45915 -4.34935
H -2.94275 -1.23057 -4.48549
H -3.66887 -4.76217 -5.22763
H -4.07534 -3.21846 -5.40663
H -5.19488 -4.72197 -3.28501
H -4.76525 -3.09020 -2.84353
H -3.69761 -4.36797 -2.45463
C 6.71141 -1.97212 2.62588
C 5.65380 -2.89495 2.01465
N 4.16897 -2.49541 2.33267
C 3.12291 -2.69847 1.24908
C 3.27507 -3.84687 0.51163
C 3.77081 -2.87099 3.69615
C 2.61812 -1.97215 4.37399
H 6.67787 -1.06002 2.21817
H 7.67304 -2.22732 2.13041
H 6.72109 -2.18208 3.68852
H 5.75451 -3.81830 2.43702
H 6.04172 -2.86327 1.03023
H 3.22094 -1.77330 0.73153
H 2.09550 -2.54441 1.60619
H 4.36095 -4.21711 0.08981
H 2.61929 -3.71575 -0.30228
H 2.97690 -4.72917 0.93878
H 4.63213 -2.88727 4.28261
H 3.53564 -3.93038 3.89430
H 2.17687 -2.30413 5.42343
H 1.69219 -1.87139 3.76480
H 3.15697 -1.05590 4.38714
C -5.12111 3.29831 -4.64510
C -4.38795 3.24673 -3.25794
N -3.12906 2.39395 -3.11258
C -2.06369 2.73772 -4.03391
C -1.71848 3.99646 -4.23591
C -2.70388 2.47087 -1.68009
C -3.63169 1.84283 -0.68762
H -4.57100 3.59757 -5.41740
H -6.04102 3.84073 -4.80815
H -5.52142 2.32484 -5.03219
H -5.01327 2.78694 -2.62698
H -4.11773 4.24332 -2.99210
H -2.46048 2.45947 -5.07170
H -1.26868 1.96225 -3.87110
H -2.24929 4.79343 -4.29380
H -1.49729 4.07730 -5.31314
H -1.00606 4.15708 -3.59326
H -2.54182 3.51683 -1.72017
H -1.68041 1.88779 -1.63942
H -3.25261 1.78140 0.31884
H -3.71737 0.61843 -0.89566
H -4.61095 2.33936 -0.49579
C -0.54757 2.83928 0.78112
C -0.26105 2.66948 2.30897
N -0.54650 1.30443 2.79233
C 0.21026 0.84347 3.84965
C 0.79963 1.73255 4.79016
C -1.99689 1.10695 3.02560
C -2.45245 -0.25719 3.09087
H -1.64437 3.16387 0.86793
H -0.09875 1.91187 0.55680
H 0.14456 3.72177 0.36595
H -0.74375 3.36500 2.99001
H 0.70869 3.03324 2.48001
H 0.94434 0.53412 3.14145
H 0.01133 -0.06668 4.46339
H 0.95783 2.62484 4.84420
H 1.68754 1.15641 4.91961
H 0.13271 1.42563 5.75425
H -2.54292 1.81722 2.22162
H -2.46427 1.67263 3.85132
H -2.04663 -0.71302 3.95902
H -2.25465 -0.56139 2.15974
H -3.44664 -0.42983 3.15962
C 5.76577 4.60395 1.48314
C 5.53474 3.61085 2.63883
N 4.76888 2.45443 2.28432
C 4.94236 1.22757 2.98689
C 5.35899 1.13682 4.38175
C 3.29000 2.87485 2.22427
C 2.41143 1.81744 1.54514
H 4.77847 5.21460 1.34694
H 5.73651 4.04703 0.49288
H 6.64196 5.11775 1.77738
H 5.14165 4.18228 3.53083
H 6.47965 3.46406 3.05489
H 5.84790 1.12047 2.38615
H 4.33184 0.38221 2.67994
H 5.93155 1.95774 4.83377
H 5.90241 0.18985 4.61094
H 4.50861 1.52998 4.97945
H 3.12269 3.71805 1.71046
H 3.01094 2.97594 3.30863
H 1.31557 2.25180 1.62477
H 2.60094 0.77654 2.20061
H 2.68130 1.62173 0.55273
Cl -2.09278 -1.57810 0.28107
C -0.81041 -0.47893 0.39772
C -0.09661 -0.29764 -0.88525
Cl 0.60169 -1.82239 -1.58201
H -0.21980 -1.06016 0.93217
H -1.01635 0.42688 0.75818
H 0.86926 0.19403 -0.81297
H -0.66355 0.27901 -1.90477
Cl -6.11709 -0.82158 -2.16884
C -6.79945 -1.53397 -0.67429
C -5.64825 -1.66956 0.41961
Cl -6.18138 -2.12390 2.01915
H -7.21562 -2.51968 -0.84899
H -7.54747 -0.93339 -0.37277
H -5.17690 -0.65796 0.78407
H -4.83424 -2.38360 0.10224

***

Molecular formula: C34H83ClGaO7S
Method: DFT, wB97M-V/def2-TZVPD

## Properties
HOMO = -5.0 eV
gap between HOMO and LUMO = 7.01 eV
total charge = -1

Element x y z (Å)
C 2.38791 1.63687 6.88172
O 1.69351 0.61211 6.21443
C 0.84212 1.06867 5.17611
C -0.08399 -0.07658 4.77720
C -0.52405 -0.02902 3.30619
C -1.86527 0.69391 3.03638
C -1.72923 2.01553 2.25972
C -1.91220 1.83139 0.74803
C -1.23387 2.93392 -0.09224
C -0.03346 2.42525 -0.90838
C -0.26842 2.23206 -2.40601
C 0.82214 1.39515 -3.08479
C 2.22245 2.02571 -3.02007
C 2.99845 1.74760 -1.71935
Ga 3.87669 -0.03879 -1.48701
Cl 4.64269 0.07123 0.70190
C 2.70183 -1.69424 -1.52753
C 3.33294 -2.84036 -2.33298
C 2.32933 -3.82460 -2.92880
S 1.28203 -4.67961 -1.72752
H 3.44270 1.36046 6.95171
H 1.98571 1.77750 7.89388
H 2.32051 2.59122 6.34473
H 0.26859 1.93755 5.53305
H 1.45282 1.37970 4.31492
H -0.98232 -0.06838 5.40739
H 0.44996 -1.00958 4.98108
H 0.26835 0.46076 2.72220
H -0.59290 -1.05353 2.93303
H -2.51013 0.01285 2.46759
H -2.36325 0.89872 3.99258
H -2.46596 2.73693 2.63726
H -0.73731 2.44964 2.43857
H -2.98179 1.79896 0.51253
H -1.48453 0.85877 0.47515
H -1.96512 3.41368 -0.75299
H -0.85918 3.71317 0.58665
H 0.30861 1.46931 -0.48915
H 0.80512 3.11667 -0.77175
H -0.36460 3.20857 -2.89727
H -1.22995 1.71198 -2.54278
H 0.82477 0.39128 -2.64460
H 0.53029 1.27485 -4.13736
H 2.06194 3.10926 -3.10569
H 2.81530 1.73389 -3.89803
H 3.81466 2.48030 -1.63177
H 2.35488 1.91834 -0.85052
H 5.14197 -0.25062 -2.45685
H 1.69665 -1.48836 -1.92317
H 2.58146 -2.02592 -0.48674
H 4.03510 -3.39348 -1.69888
H 3.88611 -2.41907 -3.18381
H 1.70206 -3.30208 -3.65938
H 2.82953 -4.65084 -3.44444
H 0.66662 -3.62618 -1.18185
C -2.84261 -7.28716 -1.29991
C -3.61776 -6.07505 -1.79661
C -3.52967 -5.94927 -3.30791
O -3.15634 -4.89004 -1.15131
H -1.78437 -7.18285 -1.55528
H -2.92120 -7.37481 -0.21599
H -3.21685 -8.20600 -1.75617
H -4.66527 -6.16698 -1.49997
H -2.48805 -5.80770 -3.61242
H -4.09565 -5.08274 -3.65242
H -3.92078 -6.84279 -3.79279
H -2.22988 -4.78263 -1.39594
C 3.46472 -3.24553 3.96539
C 3.10060 -1.80124 4.27233
C 1.85212 -1.36160 3.52287
O 4.18968 -0.93230 3.96314
H 3.66935 -3.35820 2.89736
H 4.36013 -3.53808 4.51497
H 2.65170 -3.92308 4.23188
H 2.93888 -1.68719 5.34770
H 2.02236 -1.42199 2.44428
H 1.61062 -0.32583 3.76447
H 0.99407 -1.98847 3.77650
H 4.35258 -1.02630 3.01028
C 1.33835 6.82822 -5.37060
C 0.50072 6.31554 -4.21028
C 0.07154 7.42149 -3.26102
O 1.19228 5.30708 -3.48077
H 2.25461 7.29310 -4.99477
H 1.62311 6.00672 -6.02781
H 0.79279 7.57211 -5.95373
H -0.38902 5.81419 -4.59845
H 0.94646 7.90525 -2.81537
H -0.53308 6.99985 -2.46186
H -0.52117 8.18673 -3.76599
H 1.98950 5.70227 -3.11281
C -3.74713 8.17901 0.77715
C -3.76430 7.34169 -0.49236
C -4.45131 6.00235 -0.27451
O -2.44258 7.15046 -0.98911
H -3.19337 7.65692 1.56252
H -3.25632 9.13539 0.59701
H -4.75820 8.36741 1.14140
H -4.28085 7.89159 -1.28218
H -3.91398 5.42237 0.48143
H -4.45753 5.42288 -1.19732
H -5.48033 6.13447 0.06367
H -1.94820 6.66046 -0.32261
C -4.52477 -10.81104 -4.58826
C -5.58363 -9.84373 -4.08350
C -6.97974 -10.26030 -4.51845
O -5.29663 -8.51476 -4.51324
H -4.52675 -10.83247 -5.68196
H -3.53426 -10.49800 -4.25912
H -4.70893 -11.82385 -4.22739
H -5.54195 -9.79604 -2.99345
H -7.04584 -10.26796 -5.61035
H -7.72248 -9.55840 -4.14020
H -7.22589 -11.25913 -4.15562
H -5.32013 -8.49936 -5.47540
C 5.70376 1.97458 3.43707
C 4.53273 2.52022 4.23699
C 4.74925 2.31912 5.73204
O 3.31655 1.90399 3.82868
H 5.77885 0.90124 3.62332
H 5.55818 2.10692 2.36730
H 6.64673 2.44268 3.73147
H 4.39705 3.58628 4.03381
H 4.83739 1.25104 5.94821
H 3.90276 2.71217 6.29780
H 5.65994 2.81695 6.07291
H 3.42918 0.94763 3.94892

***

Q: Number 1 is which compound?
A: C34H83Cl4N5

***

Q: What is the HOMO in the first record?
A: -7.6 eV

***

Q: Which value of HOMO does entry 2 give?
A: -5.0 eV

***

Q: Number 2 is which compound?
A: C34H83ClGaO7S